Below is a molecular structure, C34H72BrF6N3O6P3Si4Y in a non-equilibrium geometry, with properties calculated with ωB97M-V with the def2-TZVPD basis set.

## Properties
- Highest occupied orbital energy (spin up / spin down): -0.245 / -0.379 hartree
- Orbital gap (spin up / spin down): 4.74 / 8.41 eV
- Spin multiplicity: 2
- ΔE to the lowest compared entry with this formula, charge and spin: 0.329 eV
- E: -199963.6418 eV
- Net charge: +1
- Expectation value of S²: 0.770
- Max |F|: 0.0209 Eh/bohr

Cartesian coordinates (Å):
C 2.03618 -5.39371 3.33629
C -5.06399 1.50035 -0.87185
C -1.88036 -3.17756 -4.56088
N -0.72333 -2.14375 -2.68097
Si 3.97002 -2.47340 0.96094
N 5.14720 0.52634 -4.11210
H 2.93240 1.08805 4.67616
C 1.75320 -0.68509 -3.55649
Si 1.89722 -2.30197 2.02780
H 3.39693 -2.59988 5.31277
H 1.70032 -2.86232 5.71871
H -4.98424 1.74257 -3.64925
H -3.31084 4.98020 -2.63546
H -2.93309 4.37554 -5.05411
H 3.25787 -4.17109 -0.71883
Br -2.37758 -0.41092 -3.97524
C -1.61064 -2.16030 -3.71878
F -2.98031 -1.18858 1.36077
H -0.56097 -1.12853 4.33572
H -2.24343 7.25880 -2.70369
C -3.16960 1.31081 3.63933
H 2.85097 0.94672 2.91018
C 2.04599 4.16017 0.34134
H 4.85027 -0.25791 1.71371
H -0.06274 5.16120 1.89725
F -3.44224 -2.96035 -1.22815
F -3.00055 -0.73164 -0.90540
H 0.18653 0.22346 5.19641
C -1.66622 6.35528 -2.50541
F -1.59835 -2.30111 -0.03731
C -2.35362 5.16354 -3.13013
O -3.03700 2.12792 -1.97119
H -0.67192 6.48255 -2.93417
P -1.02022 2.34882 0.98432
P -1.66370 2.85273 -1.86769
H 1.43958 5.31614 2.79875
C 3.07090 0.40316 3.83415
H -4.21503 1.12083 3.88670
H -0.08398 -0.98820 1.26478
H 5.83963 1.09278 -3.65922
C 4.67593 -0.74876 0.75779
C -5.10981 2.67274 -3.09417
F -4.80608 -1.75872 0.14925
H -2.64217 1.59173 4.55211
H -1.38009 -5.26030 -4.97933
F -3.38121 -3.41789 1.01011
H 0.22967 4.13622 3.31338
H -0.77948 -3.26622 3.94932
Si 0.82507 -4.36405 2.35133
H 1.54889 -5.45820 -2.59528
H 2.55720 -1.46631 6.37917
H 4.00935 -0.11703 0.16615
C 2.96880 -0.48720 -4.16801
H 2.99260 -5.50833 2.82410
C -0.18336 -4.42381 -3.35979
C 0.93682 -1.08789 0.88748
H 1.32787 -5.30351 0.09492
H 1.61809 -6.39230 3.49187
H 4.88075 -4.56616 1.94957
C -4.43181 2.55187 -1.75071
H -2.74163 0.39147 3.24546
H 0.06983 -6.41923 -2.60401
H -3.23660 6.10613 -4.83338
H 5.37292 -3.15827 2.89054
O -1.64435 2.67548 2.36777
H -2.56087 3.96753 0.08090
H 2.15010 3.06283 2.17663
H -0.85775 -5.02445 4.01116
C 0.69601 4.59962 2.44740
H 2.54030 3.38479 -0.24197
H 2.05003 1.12060 -0.86824
H -1.58806 5.51935 -5.09915
C 3.93039 0.32224 -3.55403
H 1.31912 4.66003 -0.30202
H -1.61702 -4.14562 2.67927
H -4.40146 3.51776 -1.23587
H 6.16511 -3.51415 1.35196
O -1.36979 0.99566 0.46232
C 5.20573 -3.52758 1.87637
Y -0.85357 -0.35946 -1.29609
O 0.51757 2.47952 1.15637
C 3.66449 -3.15838 -0.75169
C -2.54120 5.29347 -4.62036
H 3.17221 -0.97190 -5.11364
Si 1.92874 -1.07320 4.02287
C 2.33500 0.66045 -1.80961
C 0.45153 -5.21775 0.73967
C 0.21252 -0.36272 4.27264
C 2.44497 -2.09595 5.49278
P -3.27124 -2.13987 0.10215
C 0.63737 -5.66697 -3.15568
H -6.17816 2.83578 -2.94666
H -5.16265 0.55955 -1.41269
O -0.58003 1.83412 -2.01988
H 5.63255 -0.81123 0.22920
H -6.05588 1.83430 -0.56482
H -4.72235 3.49478 -3.69143
C -3.68177 3.73384 3.07203
C -1.58161 3.58189 -0.21728
H 0.09956 -6.23049 0.95991
H -1.57315 6.25077 -1.42412
H -2.59697 -3.05284 -5.35986
H 4.27078 1.55285 -1.79816
C 0.02671 -3.33033 -2.57337
H 4.12054 0.10992 3.81003
H -3.53025 2.09101 1.68533
H -4.46458 1.30081 0.01516
H 2.23379 -4.95800 4.31789
H 0.81320 -3.32230 -1.82780
C -0.75087 -4.16834 3.33949
C 3.57728 0.91569 -2.33159
H 1.42328 -0.10904 0.91848
C 1.40226 3.58450 1.58054
H -0.87556 4.41236 -0.22629
H 0.96464 -1.46216 -0.14562
H -3.21700 4.06742 4.00048
C -3.08614 2.42347 2.62743
H 1.00871 -1.32390 -4.00923
H -4.75036 3.61026 3.24978
H 4.60449 -3.19027 -1.31111
H 2.79292 4.89935 0.63346
N 1.41348 -0.13022 -2.38100
H 0.91972 -6.10629 -4.11335
H 5.39663 0.08671 -4.97858
O -1.50092 3.98284 -2.91815
C -1.18259 -4.39821 -4.36047
H -0.05025 0.30692 3.44794
H -3.55002 4.51440 2.32073
H 2.96424 -2.53555 -1.31709
H -0.33242 -4.70331 0.18110

Mulliken atomic charge list, values in e, 99 entries:
1. C -1.204
2. C -1.256
3. C -0.647
4. N 1.264
5. Si 0.598
6. N -0.456
7. H 0.443
8. C -1.314
9. Si -0.816
10. H 0.329
11. H 0.301
12. H 0.260
13. H 0.139
14. H 0.377
15. H 0.189
16. Br -0.189
17. C 0.201
18. F -0.295
19. H 0.245
20. H 0.457
21. C -1.149
22. H -0.234
23. C -1.025
24. H 0.312
25. H 0.254
26. F -0.462
27. F -0.309
28. H 0.595
29. C -1.405
30. F -0.447
31. C 0.999
32. O 0.020
33. H 0.332
34. P -0.553
35. P 0.010
36. H 0.532
37. C -0.740
38. H 0.440
39. H -0.216
40. H 0.191
41. C -0.668
42. C -1.419
43. F -0.352
44. H 0.352
45. H 0.446
46. F -0.357
47. H 0.275
48. H 0.166
49. Si 1.395
50. H 0.222
51. H 0.393
52. H -0.257
53. C -0.963
54. H 0.254
55. C 1.200
56. C 1.365
57. H 0.142
58. H 0.421
59. H 0.341
60. C 0.846
61. H 0.009
62. H 0.303
63. H 0.406
64. H 0.312
65. O 0.080
66. H 0.534
67. H 0.256
68. H 0.487
69. C -1.405
70. H 0.066
71. H -0.216
72. H 0.397
73. C 0.592
74. H 0.234
75. H 0.214
76. H 0.398
77. H 0.399
78. O 0.696
79. C -1.174
80. Y -0.177
81. O -0.708
82. C -0.421
83. C -1.654
84. H 0.405
85. Si 0.635
86. C -0.518
87. C -0.820
88. C -0.527
89. C -1.174
90. P 1.800
91. C -1.653
92. H 0.437
93. H 0.319
94. O -0.960
95. H 0.481
96. H 0.542
97. H 0.244
98. C -1.523
99. C 0.055